10
Properties=species:S:1:pos:R:3:nbo_charge:R:1 method="wB97M-V/def2-TZVPD" orbital_gap_ev=7.70 total_energy_ev=-15997.308 e_above_lowest_kcal_mol=85.5 homo_energy_ev=-7.67 mol_weight_da=101.0
C 1.7066 -1.4478 -1.3850 0.0409
C -0.1065 0.5490 0.9106 0.1557
C -1.2387 0.6403 0.0370 -0.7350
N 0.9325 -1.1062 -2.2600 -0.3457
O -0.0901 1.0250 2.0954 -0.6403
P 1.3652 0.1040 1.5702 0.4412
H -1.0369 1.0220 -0.9457 0.2752
H -2.0325 1.3514 0.5445 0.2398
H -1.7288 -0.2896 -0.3009 0.2797
H 2.2293 -1.8481 -0.2662 0.2885